Formula: C44H39MgN4O2S3
Source: OMol25
Level of theory: ωB97M-V/def2-TZVPD

Cartesian coordinates (Å):
Mg  2.34394  -0.38847  0.77630
C  3.76820  -0.96938  7.22473
C  3.07866  -0.32460  6.03548
N  3.95659  -0.33720  4.87888
C  3.60262  -0.38359  3.58571
S  1.91360  -0.46909  3.18335
N  4.64943  -0.41974  2.75672
N  4.31538  -0.50685  1.45317
C  5.25742  -0.63625  0.58348
C  6.70787  -0.71092  0.93003
C  4.81793  -0.70947  -0.83207
C  5.73613  -0.69501  -1.87728
C  5.28183  -0.77446  -3.18233
C  3.92035  -0.86735  -3.42059
C  3.07083  -0.86507  -2.32936
N  3.49394  -0.78704  -1.06961
H  3.13675  -0.89924  8.10980
H  4.71143  -0.46914  7.45488
H  3.97731  -2.02176  7.03145
H  2.78583  0.70211  6.27461
H  2.17066  -0.86383  5.77511
H  4.95187  -0.27659  5.03396
H  6.81277  -0.92920  1.98798
H  7.20577  0.24242  0.73225
H  7.21363  -1.48100  0.34733
H  6.79219  -0.61513  -1.66719
H  5.98580  -0.76195  -4.00419
H  3.51976  -0.93526  -4.42203
H  1.99704  -0.91948  -2.47328
C  -4.43838  -4.50602  2.79300
C  -3.29729  -4.01389  1.94870
C  -3.13055  -4.48756  0.64562
C  -2.10579  -4.02132  -0.15505
C  -1.24137  -3.06133  0.35689
C  -1.36061  -2.59147  1.65199
C  -2.39766  -3.07504  2.43851
S  0.09619  -2.47843  -0.65814
O  0.76436  -1.41639  0.18682
C  -0.78512  -1.64164  -1.97017
C  -0.59029  -2.24071  -3.23628
C  -1.18496  -1.70847  -4.34102
C  -1.98580  -0.54803  -4.23392
C  -2.60267  0.02700  -5.37439
C  -3.36760  1.14841  -5.25758
C  -3.55220  1.75686  -3.99399
C  -2.96929  1.23118  -2.87960
C  -2.17113  0.05750  -2.96646
C  -1.55737  -0.51231  -1.81231
C  -1.76080  0.14936  -0.48571
C  -2.95107  -0.11537  0.26053
C  -3.96017  -0.99087  -0.21474
C  -5.08099  -1.22492  0.52748
C  -5.25432  -0.60197  1.78299
C  -4.29605  0.23932  2.26748
C  -3.12231  0.50390  1.52047
C  -2.11280  1.36535  2.02306
C  -0.99583  1.63043  1.29443
C  -0.84823  1.02995  0.02527
S  0.64249  1.38587  -0.90107
O  1.75212  1.41617  0.14843
C  0.35819  3.08540  -1.30960
C  -0.34765  3.36049  -2.47017
C  -0.60790  4.68214  -2.79727
C  -0.15430  5.72272  -1.99088
C  -0.45434  7.15332  -2.34012
C  0.58033  5.41138  -0.84630
C  0.84166  4.09835  -0.49469
H  -4.47221  -5.59580  2.80979
H  -5.39233  -4.15588  2.39274
H  -4.35396  -4.15091  3.81854
H  -3.81585  -5.23159  0.25655
H  -1.98610  -4.39775  -1.16527
H  -0.65825  -1.86299  2.03588
H  -2.50538  -2.70938  3.45248
H  0.04038  -3.11830  -3.31776
H  -1.03989  -2.16114  -5.31413
H  -2.45505  -0.44283  -6.33911
H  -3.83606  1.57972  -6.13232
H  -4.16328  2.64647  -3.91364
H  -3.11377  1.70419  -1.91700
H  -3.83673  -1.47802  -1.17365
H  -5.84444  -1.89530  0.15304
H  -6.15090  -0.79369  2.35837
H  -4.41953  0.72204  3.22944
H  -2.24375  1.81209  3.00111
H  -0.21208  2.26726  1.68180
H  -0.69078  2.55844  -3.11379
H  -1.15780  4.90868  -3.70281
H  -0.69464  7.26071  -3.39676
H  0.39110  7.80190  -2.11256
H  -1.30929  7.51461  -1.76477
H  0.96093  6.21286  -0.22431
H  1.43368  3.85770  0.37867

Its HOMO energy is -9.6298 eV. For the energy above the lowest of the compared OMol25 structures with the same formula, charge and spin, the calculation gives 0.00 kJ/mol. As for the spin multiplicity: 1. Its total charge is +1. As for the LUMO energy: -0.0991 hartree. The value obtained for the HOMO-LUMO gap is 6.934 eV. The calculation puts the total energy at -94266.6934 eV. The value obtained for the largest force on an atom is 0.367 eV Å⁻¹.

Mulliken population analysis, charges in e, atoms 1 to 2: number 1, Mg, carries 1.21; number 2, C, carries -1.32